C54H45KN12O4 | wB97M-V/def2-TZVPD

The geometry in XYZ format:
```
116
Properties=species:S:1:pos:R:3
C 0.5439 0.0591 -4.3043
H 0.6985 -4.3595 2.3220
O 1.5708 -5.8779 0.3351
H -1.4706 -4.9487 -0.9619
H -6.7242 -2.8326 2.4662
C 3.8164 -0.5603 -0.5761
C 2.4974 3.6839 -2.5211
C -4.1541 -4.5172 1.0520
C -0.9746 -6.5441 -2.3107
H 0.9382 6.1065 -4.0361
C -0.6068 1.6770 -5.7005
H 1.5104 1.6342 -5.3532
C 2.1966 2.4901 -1.8882
H -0.1891 -3.7517 -4.8532
H -2.8320 -0.5034 -4.3188
H -1.2011 -7.3272 -1.5947
C -5.7239 -3.0332 2.0979
C -2.0489 -5.5493 3.8892
C -2.3914 2.1828 2.0295
C 3.3430 -6.1060 -1.3172
H 2.2639 6.6185 1.2482
C -4.7557 -2.0437 2.1565
C -0.0906 -5.0393 2.6079
C -0.1682 -6.3016 2.0093
C -0.0181 2.9513 -1.8674
C -0.7655 -1.7336 -3.2251
H 4.3109 0.1124 0.1063
H 3.5228 3.9414 -2.7666
N 4.4640 -1.2184 -1.5186
C 0.5605 1.1526 -5.1354
H -1.1775 -2.6477 -1.3645
O -1.2115 -1.5559 1.3492
C -0.9858 -3.3777 4.3595
H 4.5900 -2.4502 -3.7654
H -3.4497 2.3084 2.3023
C -2.3970 -1.2166 1.6422
C -1.8231 1.0597 -5.3810
C -5.4278 -4.2737 1.5433
C 3.7380 -2.8283 -3.2042
H -2.1865 -3.6868 0.7292
C -1.7245 5.8369 1.7891
N 1.2082 -7.9750 0.8390
H 4.5624 -7.8601 -1.4609
C -0.2155 -1.0585 3.8162
C -0.8272 -4.1827 -2.8583
H -6.1962 -5.0358 1.4695
H -0.6738 4.8230 -2.6966
C -2.1391 -6.7898 3.2813
C -0.9451 -2.7722 -2.4331
N 3.4716 -1.8969 -2.1351
O 0.4703 2.3613 1.4150
N -0.0177 -2.3781 3.9921
H 0.0909 -6.1269 -5.4929
C 1.4577 4.5520 -2.8461
C 0.1688 4.1760 -2.4851
N 1.3003 -2.6567 3.9022
N -1.9488 1.0020 1.8173
H -1.0171 2.6263 -1.5954
H -1.9678 -2.9050 4.3059
N 2.4836 -0.8001 -0.5436
H 0.0938 6.8282 1.1873
C -1.0188 -4.6690 3.5672
C 2.3010 -1.6383 -1.5336
C 5.0880 -4.9687 -3.1650
C -0.3736 5.8715 1.3922
C -0.6905 -0.6085 -3.9675
H 6.1289 -6.8390 -3.0887
H -2.7990 -5.2479 4.6118
N 0.9655 2.1076 -1.5822
C -0.4003 -4.5418 -4.1409
C -0.5288 -6.8838 -3.5808
H -2.9693 -7.4431 3.5196
K 0.2253 0.2120 0.8881
H 5.7732 -4.5340 -3.8827
H 2.8609 -2.8401 -3.8543
H 2.5848 5.8054 -3.9697
N 1.7077 5.7750 -3.4782
H -1.2322 -8.1528 1.8804
C 4.4203 -6.8456 -1.8090
C 0.3386 4.7080 1.2733
C -1.1221 -5.2107 -1.9560
H 1.6922 6.2731 -0.4055
C 2.4119 -6.6788 -0.3679
C -3.4690 -2.2816 1.6688
C 5.2836 -6.2712 -2.7196
C -0.2511 -5.8727 -4.4952
C 1.8243 -1.4750 3.6599
H -2.2811 6.7606 1.8967
C -3.1822 -3.5296 1.1242
C -1.6313 3.4040 1.8706
C -1.8835 -0.0345 -4.5537
N 0.9336 -0.4548 3.6248
H 1.3464 -2.0379 -1.8564
C 4.0101 -4.2302 -2.6949
H -1.1801 -0.5749 3.8655
H -4.9683 -1.0643 2.5614
N 2.2102 -7.9279 -0.0872
H -2.7422 1.4569 -5.8031
H 3.2490 5.6184 0.1532
C 2.2290 5.8560 0.4565
N -2.8669 -0.0193 1.9408
H -0.5724 2.5546 -6.3362
H -3.9203 -5.4827 0.6185
H -3.3652 4.5858 2.3151
C 0.8428 -6.7504 1.0682
H -0.3933 -7.9232 -3.8576
H 1.4678 -0.3005 -3.8652
C -2.3197 4.6203 2.0199
C -0.2345 3.3961 1.5195
H 2.3033 -4.2415 -1.3900
O 1.6602 4.6605 0.8971
H 2.9915 1.7946 -1.6377
H 2.8836 -1.3339 3.5172
C 3.1499 -4.7995 -1.7687
C -1.1939 -7.1803 2.3529
H -0.8008 -3.6497 5.4043
```

Its total charge is -2. The energy relative to the best compared isomer or geometry (same formula, charge and spin) comes out at 51.78 kJ/mol. The LUMO energy comes out at 3.70 eV. For the largest force on an atom, the calculation gives 2.2 eV Å⁻¹. The HOMO energy comes out at -0.0114 Ha.

---

C9H12N3O2 | wB97M-V/def2-TZVPD

The geometry in XYZ format:
```
26
Properties=species:S:1:pos:R:3
C -0.3958 -0.5196 2.7139
H 0.7441 2.5876 2.8238
H 0.9303 0.4789 -4.9212
N -0.5747 0.9704 2.7312
H 1.9438 -0.2159 -3.7102
C -1.5471 -1.1154 1.9151
C -0.4032 -0.2155 0.0263
H 1.0201 1.2431 -3.2840
H -1.1009 -0.2370 -4.0658
C -0.1719 -0.6515 -3.5653
C 0.9021 -0.4369 2.0386
H -2.1744 -1.8085 2.4492
C -1.5584 -0.9117 0.6407
H 2.5808 1.0215 2.3759
H -2.2831 -1.3388 0.0796
C -0.4478 0.2653 -1.3610
H 1.3467 -1.3714 2.2193
N 1.5557 0.7457 2.5044
H -1.5143 1.4461 2.9799
H -0.4198 -0.7742 3.7343
H 0.0091 -1.6406 -3.9966
O -0.2386 -0.7203 -2.1217
N 0.7003 -0.1670 0.6265
C 0.5514 1.5538 2.6487
O -0.5448 1.4636 -1.6349
C 1.0905 0.3484 -3.8467
```

Its total charge is +1. The energy relative to the best compared isomer or geometry (same formula, charge and spin) comes out at 75.10 kJ/mol. The LUMO energy comes out at -3.63 eV. As for the structure (SMILES): CCOC(=O)C1=N[C@H]2NC=[NH+][C@H]2C=C1. For the largest force on an atom, the calculation gives 4.9 eV Å⁻¹. The HOMO energy comes out at -0.4861 Ha.

---

C25H62Br3N3O3 | wB97M-V/def2-TZVPD

The geometry in XYZ format:
```
96
Properties=species:S:1:pos:R:3
H 2.3903 6.9001 1.0779
H -0.2028 5.3238 0.1375
N -7.0964 -4.1723 -2.0375
H -1.4048 -0.5469 4.0005
H 4.3187 0.6813 3.5669
Br 0.3117 -0.4737 -2.1338
H -4.2393 -1.5437 -7.7560
H 6.2755 0.8472 4.7856
H -8.8265 -6.0762 -2.5586
H 7.4104 -1.7487 3.7240
H -6.1910 -3.6997 -1.9380
H 3.5006 2.6670 2.5913
H -7.7147 -7.4502 -2.6767
H 8.1487 0.9221 7.2930
C -3.8771 -1.9632 -5.1470
C 0.3940 4.2378 -1.6316
C -7.8025 -6.3632 -2.7856
H -2.8059 -2.1750 -5.0338
H 7.3066 -0.3438 2.7068
H 0.9074 9.3755 -0.0045
O -4.5217 -2.0183 -3.8838
H 2.5883 9.0182 -0.3199
C -0.5725 3.0788 -1.3824
H -2.4736 -4.8971 -1.5441
H 0.1664 2.2618 2.7895
H 6.7440 -0.6703 5.6870
C 5.3879 -1.2171 3.2926
O -4.4086 -5.1493 -1.8661
H -0.6307 2.5274 -2.3197
C 8.3843 0.5386 5.1487
C 0.3112 0.5676 4.0399
C -5.3590 -5.8881 -2.6251
H 0.6621 7.1489 1.2622
H -0.2546 2.3498 -0.6340
H 8.6774 1.1240 4.2698
C 0.7054 5.1112 -0.4371
C 4.5083 -0.0656 2.7943
H 3.0446 3.9994 3.6312
C -0.1318 -1.0026 -0.2740
H -0.0257 4.9240 -2.3792
H 2.1161 -0.2299 4.9640
H -2.9065 -4.8367 -3.3220
H 3.5173 -0.4185 2.5056
C 1.7534 8.7815 0.3436
H 9.1014 -0.2860 5.1953
C 1.2335 -0.5817 4.4275
H 7.9262 2.3206 6.2472
H 1.2902 3.9127 -2.1687
C 2.6446 3.2325 2.9706
N -0.8536 -0.0071 3.3391
H -3.5956 -0.3416 -3.2344
H 4.9954 0.3714 1.9216
H -3.9596 -0.9153 -5.4657
C 6.9850 0.0225 4.8760
Br 1.4747 -1.3878 0.7954
C 1.5033 7.3091 0.5849
H 1.4576 4.6640 0.2258
C -3.7054 -1.3815 -2.9102
H -7.6547 -6.2741 -3.8674
C 6.8640 -0.8112 3.5895
H 9.5330 1.7207 6.6048
H -1.5167 3.4918 -1.0270
C 0.9649 1.5489 3.0521
C 8.5116 1.4081 6.3844
H -6.2073 -3.5007 -6.9356
H -2.8325 -2.4792 -7.5588
C -3.9227 -2.5768 -7.5900
N -5.8696 -2.9779 -6.1305
H 0.7177 -1.2826 5.0894
H 1.5679 -1.1818 3.5791
H -6.1858 -2.0270 -6.3064
Br -1.2833 -2.5557 -0.3453
C -6.7368 -5.6123 -2.0002
H -1.4646 0.7809 3.1282
H -2.8166 -6.3594 -2.4247
C -3.0800 -5.2983 -2.3461
H 0.4614 7.0212 -1.2507
O 1.9077 2.3098 3.7690
H 2.0695 9.2213 1.2951
H -5.3174 -5.5752 -3.6740
H 5.3456 -2.0048 2.5362
C 1.2579 6.5042 -0.6970
H 2.1139 6.4759 -1.3772
H -5.1306 -6.9577 -2.5548
C -4.4041 -2.9688 -6.1912
H -4.0328 -3.9712 -5.9665
H -7.1375 -3.9658 -3.0413
H -0.6834 -0.1946 0.1887
H -0.0492 1.1444 4.8958
H -4.2617 -3.2690 -8.3547
H -6.6637 -5.8659 -0.9405
H 1.3639 1.0831 2.1486
H -4.2492 -1.4198 -1.9677
H 2.0387 3.6706 2.1766
H -2.7653 -1.9164 -2.7913
H 4.9650 -1.7032 4.1757
```

The energy relative to the best compared isomer or geometry (same formula, charge and spin) comes out at 0.00 kJ/mol. The LUMO energy comes out at -0.17 eV. For the largest force on an atom, the calculation gives 1.8 eV Å⁻¹. The HOMO energy comes out at -0.3398 Ha.

---

CH12N4P2Si | wB97M-V/def2-TZVPD

The geometry in XYZ format:
```
20
Properties=species:S:1:pos:R:3
H 4.2960 -1.2069 -0.7076
H -0.8249 -1.4574 -1.5706
H -5.0702 0.2618 -1.1011
P -0.0571 -0.9761 0.5515
H -3.4423 -0.6513 1.5421
H 4.3617 1.5391 0.2876
N -4.1930 -0.3809 0.9464
H -5.0363 -0.1933 1.4374
C 1.2940 -0.0365 0.8525
P 2.5895 0.3273 -0.4131
H -2.7557 0.0330 -1.1410
H -3.7811 1.9793 -0.4102
Si -3.8928 0.5796 -0.4690
H 3.6570 -1.4026 0.7444
H 3.0966 2.5635 -0.1040
N 3.9572 -0.6851 0.1017
N 0.0519 -1.4193 -1.0672
N 3.3672 1.6882 0.3089
H 0.7097 -0.8607 -1.5594
H 1.6726 0.2983 1.7707
```

The energy relative to the best compared isomer or geometry (same formula, charge and spin) comes out at 0.00 kJ/mol. The LUMO energy comes out at 0.22 eV. As for the structure (SMILES): N/P=C\P(N)N.N[SiH3]. For the largest force on an atom, the calculation gives 2.6 eV Å⁻¹. The HOMO energy comes out at -0.2974 Ha.

---

C24H64CaN4O20P4 | wB97M-V/def2-TZVPD

The geometry in XYZ format:
```
117
Properties=species:S:1:pos:R:3
O 7.5965 -14.5103 42.7878
H 13.5168 -17.7452 44.4699
O 8.2124 -17.7778 41.5734
H 9.2314 -21.6330 44.2533
H 3.9379 -18.8928 41.9328
O 7.4959 -20.7656 45.8456
C 3.4521 -13.2915 41.6824
H 2.6099 -13.8350 41.2542
O 9.5042 -12.6867 42.5419
H 8.8363 -20.2954 47.9621
O 6.5829 -16.2559 45.3991
H 4.4916 -18.0355 49.0437
H 8.4446 -10.8407 40.8566
C 8.7625 -18.6389 40.8340
O 7.5473 -15.3619 47.7880
C 5.9345 -15.6330 39.9789
N 9.2684 -18.1982 39.6216
O 7.4711 -12.7453 40.8274
H 10.2924 -20.6632 43.2215
H 5.7404 -19.7182 46.2808
H 7.1999 -10.3785 44.5475
H 10.8146 -11.7982 43.8493
C 10.1014 -19.1791 38.7580
P 8.2646 -19.3835 45.3180
H 12.7655 -16.0163 41.4662
O 11.3839 -17.9654 44.4534
H 13.3022 -15.9037 45.4449
C 5.1448 -13.9192 48.0076
C 5.4686 -17.5591 48.9619
H 9.9542 -20.2228 39.0356
N 3.0143 -18.8553 43.7232
C 10.2623 -12.7211 43.6726
N 5.0568 -15.5922 38.9852
H 12.6898 -16.6526 46.8837
C 4.0319 -18.5043 42.9587
H 5.9938 -21.2755 46.9441
H 9.7850 -18.7140 47.9891
H 3.4810 -16.6928 40.0387
H 2.1736 -17.8926 45.5146
H 9.4123 -14.8714 47.9207
P 7.9333 -13.0863 42.4435
H 5.5212 -20.9902 45.1542
H 3.8309 -18.1138 45.3660
C 3.8073 -16.4502 39.0274
H 9.0485 -16.1226 39.8338
C 7.9816 -11.5671 40.1889
H 4.3168 -14.4703 37.4279
H 1.2011 -18.5437 43.1531
H 9.8347 -19.0504 37.7089
H 8.5237 -14.4854 46.3458
C 7.4178 -10.6640 43.5183
C 8.8131 -19.2058 47.9471
H 6.6898 -10.0726 42.9631
P 6.3044 -15.9582 46.9092
H 1.9258 -13.4591 44.7498
P 10.7633 -16.3821 44.2386
C 11.7382 -15.9528 41.8249
H 1.2091 -13.4529 43.1780
H 8.2793 -13.5369 47.9682
H 12.6996 -18.7187 45.5432
H 3.0832 -15.7564 38.6003
N 3.2394 -13.4745 43.1528
C 10.0865 -20.9571 44.2507
Ca 7.0437 -16.6705 43.1293
H 3.6867 -14.5389 44.8835
H 1.8575 -11.9703 43.8097
H 8.4798 -16.7659 38.3427
H 11.1429 -18.8736 38.8586
C 9.2730 -16.8790 39.0817
H 8.4716 -10.4268 43.3719
H 6.7787 -15.0301 39.6100
H 5.7341 -14.2776 48.8516
H 4.3481 -13.7709 41.2880
H 1.4404 -20.2550 43.5461
H 3.5359 -12.2231 41.4837
O 11.1573 -15.7712 45.7374
H 8.9522 -19.7042 41.0374
C 12.5518 -15.7932 46.2277
H 2.8432 -19.6107 45.5484
H 10.2523 -16.6025 38.6909
H 5.2890 -16.6718 49.5689
H 1.9280 -19.6742 41.9956
H 12.8574 -19.3529 43.8958
O 7.1096 -11.9895 43.3404
O 8.2900 -18.6366 46.7703
H 8.3231 -18.9190 48.8776
H 7.1633 -11.1596 39.5952
C 6.1173 -20.7076 46.0219
C 3.9987 -14.3565 43.8435
H 11.2648 -15.1199 41.3049
H 5.6235 -15.6620 37.0293
C 12.6876 -18.4526 44.4863
C 2.0420 -13.0428 43.7492
H 6.0847 -18.2809 49.4982
H 11.0387 -13.4828 43.6011
O 11.7556 -15.6358 43.1965
H 11.1751 -16.8524 41.5764
O 4.9773 -15.0130 47.1895
H 8.7626 -11.6717 39.4358
O 5.9526 -17.3965 47.6828
H 9.7432 -12.8623 44.6206
O 4.8768 -15.0339 43.3758
C 1.8788 -19.3908 43.0470
O 9.7849 -19.8598 45.0171
H 12.7605 -14.9480 46.8837
C 8.5301 -14.4542 47.4354
H 5.5897 -13.0340 47.5532
H 4.1808 -13.7412 48.4840
H 3.8005 -17.3239 38.3757
C 5.2508 -14.9321 37.7480
O 7.5452 -18.5438 44.3102
O 5.8412 -16.2085 41.0269
O 9.3311 -16.3245 43.8443
C 2.8924 -18.6101 45.1190
H 10.9647 -21.4998 44.6004
O 5.0008 -17.8876 43.3424
H 5.9098 -14.0817 37.5732
```

Its spin multiplicity is 2. Its total charge is +3. The LUMO energy (alpha / beta) comes out at -7.02 / -12.15 eV. For the largest force on an atom, the calculation gives 5.6 eV Å⁻¹. The HOMO energy (alpha / beta) comes out at -0.5834 / -0.5826 Ha.

---

C4H6N2O2 | wB97M-V/def2-TZVPD

The geometry in XYZ format:
```
14
Properties=species:S:1:pos:R:3
C -1.6180 -0.2861 0.1194
C 0.4599 -0.9280 -0.3059
N 1.4325 -1.8102 -0.3710
C 1.3804 1.2946 0.3301
H 0.8550 2.3539 0.3675
H 1.5884 0.8565 1.4633
O -0.9371 0.8319 -0.0041
C -0.9352 -1.3779 -0.0096
N 0.4252 0.4959 -0.5333
H 2.4205 1.3912 -0.4539
H -1.1543 -2.4455 -0.2846
H 2.2416 -1.1841 -0.6697
H -3.2040 0.8878 -0.1109
O -2.9550 -0.0798 0.4627
```

The energy relative to the best compared isomer or geometry (same formula, charge and spin) comes out at 500.54 kJ/mol. The LUMO energy comes out at 0.35 eV. As for the structure (SMILES): [H]/N=c1/cc(O)on1C. For the largest force on an atom, the calculation gives 5.3 eV Å⁻¹. The HOMO energy comes out at -0.3218 Ha.

---

C17H37O25PS5 | wB97M-V/def2-TZVPD

The geometry in XYZ format:
```
85
Properties=species:S:1:pos:R:3
H 5.6463 -3.4898 1.3702
H 0.7725 -4.7002 -4.0198
C 0.2797 5.4803 -0.0085
C -4.0894 -0.3009 -4.0648
H 5.1891 2.3533 5.7240
H 2.8705 -3.7849 3.6024
O 5.7926 -2.4296 -1.7300
H 4.4611 2.7379 4.1488
H -0.1732 -2.3976 -4.8099
O -9.8379 -1.1494 -1.7329
O -4.3101 1.7306 -1.1082
O 5.1707 -2.8782 4.8169
O -7.8538 0.1400 -1.0756
C -7.6855 -0.9560 0.9717
S 4.4392 -3.3075 -1.8118
C 4.5768 -4.1820 4.8769
O 3.9833 -0.7579 4.4392
H -3.4690 0.5518 -4.3625
H 7.3092 -2.2293 -0.3233
S 6.9484 4.0150 3.3207
S -1.9330 6.4477 -0.6269
O 2.8251 -2.7198 5.3620
H 4.7717 -4.5975 5.8678
H 0.7927 5.0437 0.8445
P 0.2939 -3.6402 -2.2082
H 0.3244 7.4315 0.9304
H -8.0527 -0.9892 1.9944
O -1.1316 5.2527 0.0880
H -2.5073 -0.9587 -2.7969
H -2.0459 -1.2867 -5.4868
H 6.3705 -4.4403 0.0510
O 1.2566 -4.2862 -3.2937
H -4.5509 -0.3821 -1.9402
H -4.7275 -0.6728 -4.8693
H -4.8706 3.7186 -1.1177
O -2.7972 7.0342 0.3313
C -3.1188 -1.4103 -3.5800
H -3.1248 3.4513 -1.1819
H 7.1626 1.3933 4.6727
C -2.3138 -2.0329 -4.7319
O -2.3931 5.9987 -1.8898
O 1.2202 -2.6414 -1.3671
O -0.6814 7.4243 -0.8613
H -5.6822 2.1696 -2.5672
O -7.5563 -2.0458 -2.1460
H 5.7661 -1.4366 0.0681
O 4.6800 -4.4122 -2.6671
H -1.1286 -3.8455 -4.5969
O 6.0693 3.9135 4.6603
O 6.9181 2.4572 2.9318
C -4.9102 0.1648 -2.8199
C 5.3999 2.6454 4.6990
H -2.9554 -2.7847 -5.2040
O -0.8590 -2.7065 -2.8490
S -8.4795 -1.3100 -1.3614
H 5.8475 0.8139 3.6245
H 1.3642 7.3007 -0.5066
H -3.9695 2.1476 -3.1117
H 5.0037 -4.8344 4.1197
O 3.3283 -2.4455 -1.9782
C 6.3513 1.6971 4.0072
O 4.4442 -3.8266 -0.2889
O 6.2115 4.7296 2.3414
C -1.0420 -2.7980 -4.2709
S 4.1307 -1.7964 5.3985
H 0.6400 5.0126 -0.9272
H 2.4827 -4.7462 5.0461
H -3.7537 -2.2010 -3.1632
C 0.4240 6.9861 -0.0620
C -7.8773 0.4023 0.3312
C -4.7149 1.6503 -2.4754
C 3.0988 -3.9391 4.6591
H 0.6960 -1.8279 -1.2942
C 6.2271 -2.3242 -0.3717
H -8.8521 0.8274 0.5824
C 5.7272 -3.5897 0.2902
O -8.4305 -1.8608 0.1449
O 4.4570 -1.5436 6.7536
H -6.6368 -1.2599 0.9519
H -7.0942 1.1068 0.6004
H -4.0398 3.1991 0.3426
O -0.3231 -4.6094 -1.3001
C -4.0588 3.0721 -0.7434
O 8.2697 4.3771 3.6808
H -5.9629 -0.1128 -2.9424
```

The LUMO energy comes out at -0.04 eV. As for the structure (SMILES): COCCCCCCOP(=O)(O)O.O=S1(=O)OCCO1.O=S1(=O)OCCO1.O=S1(=O)OCCO1.O=S1(=O)OCCO1.O=S1(=O)OCCO1. For the largest force on an atom, the calculation gives 2.8 eV Å⁻¹. The HOMO energy comes out at -0.3560 Ha.